{"formula": "C20H14Br2FN2O5", "method": "wB97M-V/def2-TZVPD", "species": ["C", "C", "F", "C", "N", "C", "C", "Br", "C", "C", "C", "O", "Br", "C", "C", "C", "C", "C", "C", "N", "H", "H", "H", "H", "H", "H", "H", "H", "H", "H", "H", "H", "C", "C", "C", "O", "C", "C", "C", "O", "O", "O", "H", "H"], "xyz": [[1.62423, -0.55603, 3.81510], [2.16569, -0.32264, 2.25210], [3.55289, -0.89525, 2.08975], [2.29656, 1.30625, 1.93556], [3.54897, 2.00622, 2.44866], [3.86030, 3.48147, 2.29047], [2.80935, 4.45057, 1.46937], [3.29158, 6.41202, 1.30401], [1.39801, 3.80680, 0.84401], [0.30865, 4.74583, -0.00200], [0.29567, 4.37629, -1.62997], [1.39828, 4.48107, -2.41799], [-1.38207, 3.75780, -2.59287], [1.15986, 2.18264, 1.12414], [-0.22840, 1.40041, 0.60521], [-1.59444, 1.95935, 1.28679], [-2.99715, 1.16719, 0.83297], [-2.66190, -0.05255, -0.24552], [-1.19607, -0.42851, -0.84388], [0.01196, 0.32330, -0.39366], [1.64617, 0.45893, 4.42163], [2.34188, -1.37296, 4.28776], [0.53765, -1.00991, 3.74481], [1.50593, -0.88498, 1.45592], [4.26921, 1.42145, 2.96526], [4.83907, 3.99842, 2.73703], [-0.75751, 4.62141, 0.47252], [0.57980, 5.89647, 0.05036], [-1.60896, 2.84858, 2.07031], [-4.05875, 1.41971, 1.25335], [-3.57823, -0.71329, -0.61708], [-1.07323, -1.32652, -1.61822], [-2.16524, -4.24456, -4.12006], [-1.90617, -5.54496, -4.34019], [-1.59978, -6.32551, -3.06558], [-1.40488, -7.54447, -3.02495], [-1.52269, -5.57652, -1.78364], [-1.76903, -4.27271, -1.56542], [-2.18029, -3.51450, -2.82469], [-2.52237, -2.32802, -2.84279], [-1.70300, -3.63387, -0.47034], [-1.89495, -6.16585, -5.44723], [-2.40486, -3.60948, -4.96563], [-1.23176, -6.19910, -0.94540]], "atomic_forces_ev_per_a": [[0.508, -0.455, -0.855], [0.411, 0.669, 0.177], [-2.672, 1.389, 0.625], [-0.902, 2.913, -1.550], [-1.552, 1.540, -1.073], [-3.631, 1.239, -2.305], [0.014, -4.726, 1.201], [-0.668, -2.623, 0.197], [1.978, -1.337, 1.415], [0.273, -0.444, 0.245], [6.383, 0.523, -4.045], [-7.575, -0.597, 5.859], [1.530, 0.646, 1.409], [2.382, 0.259, 1.004], [-1.309, 0.420, 0.413], [-0.540, -3.411, -2.752], [5.802, -1.582, -2.118], [0.778, 1.616, 1.101], [-0.531, 2.936, 2.943], [-5.149, 1.067, 2.000], [-0.064, -2.266, -1.270], [-1.547, 1.824, -0.897], [2.241, 1.115, 0.224], [1.371, 1.491, 1.562], [-1.433, 0.958, -1.111], [-2.427, -1.742, -1.030], [2.103, 0.010, -1.202], [-0.230, -2.535, -0.082], [0.246, -2.145, -1.864], [2.339, -0.615, -0.987], [2.353, 1.511, 0.802], [-0.580, 2.121, 1.900], [-0.602, 3.553, 1.242], [0.661, -3.682, -1.356], [0.315, -0.590, 1.790], [-0.195, 0.934, -0.585], [0.533, -2.747, -0.739], [-0.499, 2.887, 0.612], [-0.268, -0.803, -2.328], [0.270, 0.085, 0.775], [0.033, -0.416, -0.695], [-0.080, 1.036, 1.328], [-0.039, -0.003, -0.039], [-0.027, -0.022, 0.059]], "nbo_charge": [-0.672, 0.163, -0.399, 0.218, -0.575, -0.022, -0.113, 0.078, -0.031, -0.537, 0.476, -0.526, 0.030, -0.007, 0.111, -0.292, -0.208, -0.216, 0.074, -0.463, 0.225, 0.246, 0.256, 0.271, 0.445, 0.262, 0.267, 0.276, 0.235, 0.243, 0.269, 0.324, -0.421, 0.345, 0.445, -0.581, -0.397, 0.328, 0.450, -0.654, -0.686, -0.637, 0.202, 0.201], "fmax_ev_per_a": 9.6, "lumo_ev": -1.27, "gap_ev": 1.5, "de_lowest_ev": 16.869, "molar_mass_g_mol": 541.15, "total_charge": -1, "e_tot_ha": -6503.44422}